Model P:
ORCA calculation (wB97M-V/def2-TZVPD) on a cluster of 2 separate species, C3H7NO3 in total.

Each line ends with the natural charge from an NBO analysis.
Geometry (Å):
C (-2.356, -2.028, -0.187)  -0.493
C (1.381, 2.378, -0.584)  -0.280
C (0.818, 0.331, 0.529)  0.759
N (-0.321, -0.287, 0.960)  -0.060
O (-0.087, -1.114, 1.992)  -0.416
O (1.943, 0.341, 1.040)  -0.620
O (0.570, 1.226, -0.459)  -0.498
H (-2.182, -1.049, -0.619)  0.162
H (-2.192, -1.976, 0.828)  0.162
H (-2.381, -2.867, -0.845)  0.166
H (1.168, 2.747, -1.643)  0.223
H (2.458, 2.063, -0.446)  0.206
H (1.153, 2.898, 0.405)  0.204
H (0.894, -1.118, 1.999)  0.484

Output
HOMO level (alpha / beta), eV: -8.5 / -11.1
Gap between HOMO and LUMO (alpha / beta), eV: 9.288 / 9.190
<S²>: 2.01
Spin multiplicity: 3

Model Q:
ORCA calculation (wB97M-V/def2-TZVPD) on a structure of composition C3H7NO3.

Each line ends with the natural charge from an NBO analysis.
Geometry (Å):
C (0.695, 0.547, 1.279)  -0.662
C (0.586, -1.114, -0.732)  -0.682
C (-0.077, -0.049, 0.122)  0.371
N (-1.560, -0.036, 0.131)  0.303
O (-2.051, -0.448, -0.919)  -0.096
O (-2.206, 0.499, 0.955)  -0.312
O (-0.101, 1.518, -0.844)  -0.814
H (1.480, -0.233, 1.588)  0.215
H (-0.102, 0.655, 1.983)  0.244
H (1.175, 1.506, 1.064)  0.272
H (1.081, -1.898, -0.080)  0.242
H (1.248, -0.562, -1.321)  0.247
H (-0.056, -1.453, -1.506)  0.237
H (-0.114, 1.069, -1.723)  0.436

Output
HOMO level (alpha / beta), eV: -7.7 / -10.3
Gap between HOMO and LUMO (alpha / beta), eV: 8.399 / 6.597
<S²>: 2.02
Spin multiplicity: 3

Tell me which of them is the most stable. Sure, it is model P.